(1)
C34H31N2OS2Tc | ωB97M-V/def2-TZVPD

```
71
Properties=species:S:1:pos:R:3:lowdin_charge:R:1
C 4.770 -2.182 -0.750 -0.0635
S -0.578 4.662 1.866 1.2528
C 1.556 1.767 -1.947 -0.0951
C 3.396 -2.332 -0.600 -0.4063
H 6.545 -3.121 -1.495 0.1272
H -3.297 1.951 -2.454 0.1473
H -3.302 1.004 5.023 0.1239
H 3.615 -0.277 2.780 0.1193
O 1.163 -0.939 -0.400 -0.6517
H 2.908 -5.316 -2.073 0.1242
H -4.050 1.147 -4.524 0.1186
C 1.746 -2.572 4.431 -0.0210
C -1.462 3.662 2.980 -0.4201
H -4.744 -0.018 -1.902 0.1288
H -3.813 -0.534 -3.953 0.1018
C -2.770 3.079 4.865 -0.0279
H -3.287 3.350 5.775 0.1288
C -3.298 -1.797 0.580 -0.0261
C -3.362 0.308 -4.469 0.0361
H 0.969 5.356 -0.563 0.1273
C -1.122 -0.362 -3.686 0.0318
C 4.801 -4.324 -1.838 -0.0189
C 0.557 3.260 -0.314 -0.2381
H -3.054 0.006 -5.467 0.1186
H -1.569 1.896 -2.063 0.1146
C 1.117 4.355 -0.950 0.0043
C -0.245 3.318 0.911 -0.5371
H 5.282 -1.296 -0.395 0.1192
H -1.578 -1.240 -3.237 0.1165
C -2.707 0.238 -1.293 -0.2233
Tc -0.006 0.512 0.347 1.5837
C 2.224 -1.664 1.886 -0.4223
H -2.120 5.088 4.467 0.1303
C 2.656 -1.544 4.233 -0.0324
H -1.733 1.514 -4.229 0.1863
C 0.763 1.961 -0.818 -0.2348
C 1.068 -3.145 3.355 -0.0371
C -2.438 1.294 -2.325 -0.0555
C 2.699 -3.444 -1.064 -0.0635
H 2.327 5.008 -2.594 0.1324
H 1.626 -3.524 -0.949 0.1075
C -1.768 -0.174 -0.340 -0.2166
C -2.775 1.744 4.437 -0.0328
H 0.809 -3.162 1.223 0.1079
C -2.129 1.357 3.281 -0.0136
C 2.105 2.875 -2.586 -0.0293
C 1.304 -2.700 2.068 -0.0825
H 1.566 -2.941 5.432 0.1280
H 2.724 2.737 -3.463 0.1269
C 2.900 -1.073 2.949 -0.0688
H 1.768 0.772 -2.317 0.0952
H 5.354 -5.115 -2.326 0.1280
H -5.249 -1.805 -0.304 0.1326
H 0.375 -3.959 3.525 0.1245
C -4.260 -1.367 -0.319 -0.0093
C -2.120 4.056 4.141 -0.0417
H 3.180 -1.111 5.073 0.1274
C -3.963 -0.363 -1.235 -0.0066
C 5.475 -3.205 -1.370 -0.0309
H -3.513 -2.588 1.286 0.1300
C 3.419 -4.441 -1.695 -0.0333
H -0.824 -0.574 -4.709 0.1204
H -1.298 -1.518 1.293 0.0944
N -0.749 2.171 1.349 -0.0806
C -1.459 2.335 2.551 -0.2756
S 2.607 -1.048 0.283 1.1158
N -2.138 0.733 -3.709 -0.1606
H -2.155 0.327 2.952 0.0964
C -2.050 -1.183 0.571 -0.1232
H -0.267 -0.042 -3.097 0.0787
C 1.885 4.157 -2.093 -0.0075
```

## Properties
HOMO (spin up / spin down) ... -16.443 / -16.526 eV
Multiplicity ... 4
Energy relative to the best compared isomer or geometry (same formula, charge and spin) ... 0.00 kcal/mol
E_LUMO (spin up / spin down) ... -9.3 / -10.1 eV
F_max ... 0.52 eV/Å
Gap between HOMO and LUMO (spin up / spin down) ... 7.162 / 6.391 eV
Charge ... +3

***

(2)
C4H9O2P | ωB97M-V/def2-TZVPD

```
16
Properties=species:S:1:pos:R:3:lowdin_charge:R:1
H -0.673 0.948 -1.823 0.0526
C -4.028 -0.118 -0.031 -0.3613
C -1.506 1.605 -1.583 -0.1530
C -1.419 -0.309 0.638 -0.1964
H -2.329 1.416 -2.268 0.0539
C -1.355 2.518 1.232 -0.1574
H -1.560 2.221 2.258 0.0577
O -5.185 -0.203 0.234 -0.0421
H -0.281 2.555 1.070 0.0546
O -3.630 1.421 0.177 -0.2612
P -2.116 1.291 0.111 0.6795
H -0.365 -0.197 0.885 0.0549
H -1.977 -0.647 1.511 0.0592
H -1.548 -1.035 -0.156 0.0531
H -1.791 3.497 1.050 0.0557
H -1.184 2.643 -1.680 0.0501
```

## Properties
HOMO (spin up / spin down) ... -4.163 / -10.484 eV
Multiplicity ... 3
Energy relative to the best compared isomer or geometry (same formula, charge and spin) ... 12.47 kcal/mol
E_LUMO (spin up / spin down) ... 0.5 / -0.6 eV
F_max ... 3.71 eV/Å
Gap between HOMO and LUMO (spin up / spin down) ... 4.614 / 9.905 eV

***

(3)
C25H23N5S2Sc | ωB97M-V/def2-TZVPD

```
56
Properties=species:S:1:pos:R:3:lowdin_charge:R:1
H -5.402 1.376 -0.014 0.1087
H -2.367 0.298 -3.955 0.1154
C 2.255 0.914 1.163 -0.1838
H -2.208 -1.415 3.622 0.1109
H 2.128 -0.413 -5.611 0.1417
H -0.350 3.335 -0.893 0.0957
C -4.367 -1.607 -0.015 -0.2608
H -1.069 -4.307 -0.881 0.1077
C 1.593 0.403 -2.386 -0.2008
C -1.894 -0.427 -3.290 0.0094
C 3.373 1.732 -1.202 0.0479
C 2.274 0.229 3.556 0.0349
C -3.316 -0.755 -0.010 -0.3516
H -2.274 -0.260 2.268 0.0381
C 0.242 -0.457 -4.582 0.0294
H -5.421 -1.373 -0.019 0.1094
H -0.107 -3.104 -0.005 0.0775
H -0.345 -0.777 5.430 0.1432
N 0.262 0.130 -2.263 0.0634
C 2.284 0.224 -3.562 0.0351
C -1.903 -0.427 3.276 0.0094
C 1.599 -0.240 -4.683 0.0321
C -4.343 1.584 -0.011 -0.2571
C 1.585 0.406 2.378 -0.2007
H -0.332 -0.783 -5.439 0.1431
Sc -0.383 -0.009 -0.005 1.3067
C -2.158 2.650 -0.006 -0.5833
C 2.260 0.911 -1.170 -0.1837
C -0.408 -0.253 -3.366 -0.2714
C -0.954 3.531 -0.003 -0.0319
C 0.230 -0.451 4.573 0.0294
S -3.767 3.196 -0.010 1.2348
H -0.352 3.331 0.887 0.0955
H -2.378 0.299 3.939 0.1154
H 4.777 2.824 0.001 0.1441
H 2.114 -0.404 5.606 0.1417
H 3.775 2.062 2.145 0.1370
C -0.418 -0.251 3.355 -0.2716
C 1.587 -0.233 4.676 0.0323
N -2.076 -1.403 -0.007 -0.0631
H -1.071 -4.302 0.875 0.1078
H -2.199 -1.416 -3.633 0.1109
H 3.336 0.423 3.602 0.1344
S -3.834 -3.233 -0.015 1.2228
N 0.254 0.131 2.254 0.0632
N -2.062 1.328 -0.006 -0.0529
N 1.687 0.546 -0.004 0.0286
C 3.923 2.159 -0.001 0.0438
C -2.206 -2.720 -0.009 -0.5848
H 3.787 2.056 -2.146 0.1370
H 3.347 0.418 -3.606 0.1344
C 3.367 1.736 1.199 0.0478
H -2.265 -0.257 -2.283 0.0380
H -1.225 4.583 -0.001 0.1002
C -1.048 -3.657 -0.005 -0.0289
C -3.310 0.708 -0.009 -0.3328
```

## Properties
HOMO ... -17.462 eV
E_LUMO ... -9.6 eV
F_max ... 0.57 eV/Å
Gap between HOMO and LUMO ... 7.890 eV
Charge ... +3

***

(4)
CH3N4O | ωB97M-V/def2-TZVPD

```
9
Properties=species:S:1:pos:R:3:lowdin_charge:R:1
H -1.150 0.319 -0.037 -0.0076
H -0.113 -0.156 1.264 0.0792
N 0.785 0.486 -0.204 -0.1230
H 0.838 0.269 -1.224 0.0603
O 0.974 -1.268 1.516 -0.2648
N 1.550 -1.051 0.377 -0.2458
N 2.084 -2.579 -1.454 0.0426
C 1.706 -1.798 -0.667 -0.4346
N -0.395 0.614 0.468 -0.1062
```

## Properties
HOMO ... -2.930 eV
Energy relative to the best compared isomer or geometry (same formula, charge and spin) ... 83.97 kcal/mol
E_LUMO ... 4.7 eV
F_max ... 3.88 eV/Å
Gap between HOMO and LUMO ... 7.584 eV
Charge ... -1

***

(5)
C6H4N2 | ωB97M-V/def2-TZVPD

```
12
Properties=species:S:1:pos:R:3:lowdin_charge:R:1
C -0.243 0.141 0.296 -0.4629
C 1.009 0.920 0.190 0.0544
C -1.452 0.770 -0.036 0.0689
H 1.358 -2.434 -0.387 0.1451
C 2.061 -0.080 -0.169 0.0095
N -3.664 -0.727 0.020 0.1378
H 3.025 0.061 -0.061 0.0288
C -2.773 -0.007 -0.121 -0.1613
H -1.434 1.726 -0.123 0.0190
N -0.069 -1.107 0.458 0.0858
H 0.943 2.020 0.073 0.1107
C 1.238 -1.282 -0.141 -0.0358
```

## Properties
SMILES ... N#C/C=C1/C=CC=N1
HOMO ... -9.391 eV
Energy relative to the best compared isomer or geometry (same formula, charge and spin) ... 93.12 kcal/mol
E_LUMO ... -1.9 eV
F_max ... 9.79 eV/Å
Gap between HOMO and LUMO ... 7.465 eV